A cluster of 2 separate species, C4H9NO2S2 in total at a distorted geometry, computed with ωB97M-V/def2-TZVPD.

The relative energy (zero: lowest compared OMol25 entry of this formula, charge and spin) comes out at 589.1 kJ/mol. The HOMO energy (alpha / beta) comes out at -0.33061 / -0.30864 hartree. The LUMO energy (alpha / beta) comes out at -1.889 / -1.495 eV.

```
! wB97M-V def2-TZVPD RIJCOSX def2/J DEFGRID3
* xyz 0 1
C 0.33464 0.87188 -1.44762
C -2.50819 -1.85441 0.67125
C 2.08901 2.03230 0.92704
C 0.55242 -0.03817 -0.34575
N 0.21285 -1.33920 -0.35068
O -0.30744 -1.91551 -1.31961
O 0.52375 -2.09377 0.65366
S -2.13589 -0.18683 1.13388
S 1.62434 0.23221 0.97857
H 1.31902 1.02121 -2.02809
H 0.25729 1.92936 -1.00233
H -0.44948 0.43235 -2.09971
H -3.54647 -1.84762 0.78141
H -2.01918 -2.64944 1.21818
H -2.45282 -1.86438 -0.35186
H 1.18912 2.77470 0.89196
H 2.53618 2.13547 -0.06361
H 2.78085 2.35987 1.75333
*
```

A cluster of 2 separate species, C4H5F in total at a distorted geometry, computed with ωB97M-V/def2-TZVPD.

The relative energy (zero: lowest compared OMol25 entry of this formula, charge and spin) comes out at 122.6 kJ/mol. The HOMO energy (alpha / beta) comes out at -0.28478 / -0.38057 hartree. The expectation value of S² is 2.02. The LUMO energy (alpha / beta) comes out at 1.047 / -3.543 eV.

```
! wB97M-V def2-TZVPD RIJCOSX def2/J DEFGRID3
* xyz 0 3
C -0.01869 0.19793 1.78572
C 0.68354 0.27991 -1.71928
C -0.00232 -0.51774 0.66407
C 0.32350 -0.11850 -0.58294
F -2.01940 -0.05703 -0.83075
H -0.61993 -0.20781 2.63813
H 0.07267 1.21031 1.74791
H 0.01844 0.43583 -2.43959
H 1.67745 0.39896 -1.84538
H -0.11524 -1.62185 0.58210
*
```

A cluster of 6 separate species, C14H31FO8 in total at a distorted geometry, computed with ωB97M-V/def2-TZVPD.

The HOMO energy (alpha / beta) comes out at -0.43664 / -0.43663 hartree. The expectation value of S² is 0.75. The LUMO energy (alpha / beta) comes out at -2.779 / -8.676 eV.

```
! wB97M-V def2-TZVPD RIJCOSX def2/J DEFGRID3
* xyz 1 2
C -3.58963 -2.03826 -3.50096
C -2.09573 -2.34765 -3.53790
O -2.10116 -3.61350 -2.83153
C -3.20675 -4.25628 -3.24634
O -3.35910 -5.54584 -3.20980
O -4.04996 -3.35480 -3.81817
F -1.53394 -1.25301 -2.93418
H -3.83675 -1.29811 -4.26203
H -3.96620 -1.78559 -2.50977
H -1.79344 -2.52906 -4.56931
C 3.61149 1.00791 -1.04353
C 2.52770 1.88252 -0.41406
C 2.54345 3.10199 -1.36501
O 3.97430 3.22062 -1.55479
C 4.59386 1.90632 -1.62168
H 3.30762 0.36886 -1.87261
H 4.21905 0.38180 -0.39010
H 2.59322 2.15494 0.63931
H 1.63584 1.25683 -0.37969
H 2.19687 4.00919 -0.87005
H 2.09803 3.04707 -2.35833
H 5.57354 2.02957 -1.16001
H 4.62028 1.84848 -2.70982
C 0.03726 1.12971 3.10932
C -0.72643 1.73004 4.20060
C -2.19661 1.35437 3.95866
O -2.16369 0.81899 2.63008
C -0.96692 1.21052 1.97786
H 0.12913 0.13686 3.54967
H 0.98680 1.62880 2.91598
H -0.70361 2.81156 4.06681
H -0.26103 1.51178 5.16178
H -2.82923 2.22927 4.10846
H -2.51531 0.58663 4.66372
H -1.17679 2.23330 1.66488
H -0.69815 0.62119 1.10118
C -0.62247 2.12496 -3.08469
O 0.22863 2.28891 -4.17899
H -1.21570 3.01924 -2.89381
H -1.35194 1.35024 -3.32088
H -0.15342 1.83307 -2.14507
H -0.34654 2.16376 -4.93736
C -0.00324 -3.23997 4.52476
O 0.87109 -2.77891 3.48690
H 0.60939 -3.57041 5.36357
H -0.75081 -2.54473 4.90670
H -0.50813 -4.11369 4.11269
H 1.32916 -2.00069 3.81268
C -0.08979 -1.67005 -0.12840
O 1.08499 -1.67655 0.70394
H -0.16227 -0.70164 -0.62339
H 0.22660 -2.39032 -0.88286
H -1.05485 -2.01162 0.24589
H 1.03104 -2.27846 1.44985
*
```

A structure of composition C30H50IrP4S at a distorted geometry, computed with ωB97M-V/def2-TZVPD.

The relative energy (zero: lowest compared OMol25 entry of this formula, charge and spin) comes out at 55.8 kJ/mol. The HOMO energy (alpha / beta) comes out at -0.50334 / -0.60862 hartree. The expectation value of S² is 6.03. The LUMO energy (alpha / beta) comes out at -7.835 / -12.086 eV.

```
! wB97M-V def2-TZVPD RIJCOSX def2/J DEFGRID3
* xyz 3 5
Ir -0.14775 -0.26324 0.50524
P -1.30356 0.17141 2.39898
P 0.50832 2.16989 0.32734
P 0.06256 -2.60225 1.05822
H 7.25409 -0.01276 -0.85742
C 6.95133 -0.98780 -1.22635
C 6.52051 -1.07526 -2.48151
H 6.31641 -0.15284 -3.02839
C -0.28069 0.21009 3.89527
C -2.28118 1.69311 2.54890
C -2.60056 -1.07819 2.68571
C 1.88805 2.73167 -0.75587
C -0.96193 3.15539 -0.18172
C 1.05687 2.69666 2.01430
C 1.26668 -3.62984 0.12586
C -1.48023 -3.57973 0.80657
C 0.58289 -2.89966 2.79027
H 7.29793 -1.82827 -0.63532
H 6.68660 -1.97391 -3.08318
H -0.97755 0.44711 4.70458
H 0.48268 0.98943 3.83445
H 0.19178 -0.75522 4.08264
H -2.70915 1.64777 3.55964
H -3.09547 1.70468 1.81450
H -1.68273 2.60312 2.45925
H -3.25523 -0.65492 3.45751
H -2.20131 -2.03713 3.03875
H -3.19158 -1.22706 1.76856
H 2.21962 3.73779 -0.42976
H 1.54269 2.79896 -1.80090
H 2.76982 2.06290 -0.73905
H -0.83764 4.16431 0.22955
H -1.86480 2.68424 0.22272
H -1.03894 3.18595 -1.27522
H 1.61140 3.63817 1.88451
H 1.71585 1.92388 2.43977
H 0.18985 2.85656 2.66498
H 1.22257 -4.65559 0.51108
H 2.29836 -3.27319 0.22713
H 1.01634 -3.65533 -0.94038
H -1.44645 -4.42311 1.51117
H -1.50280 -3.95830 -0.22087
H -2.37563 -2.97937 0.99820
H 0.98524 -3.91658 2.86865
H -0.26387 -2.81069 3.47348
H 1.36482 -2.18849 3.07433
C 3.38060 -0.63492 -0.57066
C 3.67397 -0.97063 0.75810
C 4.82872 -0.42089 1.32701
C 5.55942 0.56687 0.61801
C 5.14548 1.00693 -0.66736
C 4.19604 0.22291 -1.33689
S 1.83657 -1.03179 -1.27411
H 1.21355 0.32325 -0.71446
H 2.98947 -1.58355 1.35269
H 5.19502 -0.77063 2.29986
H 6.54035 0.90215 1.01878
H 5.62719 1.86172 -1.20987
H 4.10313 0.15009 -2.42551
C -1.48060 -1.78356 -2.30687
P -1.76001 -0.35146 -1.22757
C -1.86375 1.06493 -2.39937
C -3.06701 1.65494 -2.86083
C -3.02872 2.73836 -3.72854
C -1.80742 3.15614 -4.27819
C -0.62181 2.52713 -3.89031
C -0.65638 1.44322 -2.99225
C -3.48000 -0.52393 -0.60471
C -4.13797 0.63026 -0.10467
C -5.40878 0.53659 0.47114
C -6.05599 -0.70556 0.52644
C -5.42675 -1.84873 0.02143
C -4.14481 -1.76321 -0.54584
H -0.59402 -1.57372 -2.94233
H -2.41722 -1.78229 -2.89763
H -1.35806 -2.72136 -1.72584
H -4.00787 1.24011 -2.48117
H -3.97957 3.19428 -3.97918
H -1.83067 3.98199 -4.99597
H 0.32776 2.85911 -4.32721
H 0.29015 0.94731 -2.77220
H -3.70243 1.62210 -0.27602
H -5.90171 1.42977 0.84842
H -7.06854 -0.78435 0.94267
H -5.91892 -2.82828 0.04424
H -3.69264 -2.63564 -1.01938
*
```

A cluster of 2 separate species, CN4O2 in total at a distorted geometry, computed with ωB97M-V/def2-TZVPD.

The relative energy (zero: lowest compared OMol25 entry of this formula, charge and spin) comes out at 599.0 kJ/mol. The HOMO energy comes out at -0.38539 hartree. The LUMO energy comes out at -0.286 eV.

```
! wB97M-V def2-TZVPD RIJCOSX def2/J DEFGRID3
* xyz 0 1
C 1.31459 -0.59841 -0.44052
N -1.13435 0.18788 -0.14214
N 1.54880 -1.25518 0.73853
N -2.00098 0.27464 -0.82512
N 1.53294 0.03240 0.74970
O -2.90909 0.37426 -1.51716
O 1.64809 0.98442 1.43671
*
```

A structure of composition C2H3FNOP at a distorted geometry, computed with ωB97M-V/def2-TZVPD.

The relative energy (zero: lowest compared OMol25 entry of this formula, charge and spin) comes out at 209.9 kJ/mol. The HOMO energy comes out at -0.39634 hartree. The LUMO energy comes out at -1.103 eV.

```
! wB97M-V def2-TZVPD RIJCOSX def2/J DEFGRID3
* xyz 0 1
C 0.49614 -0.13285 0.87063
C 0.73993 -0.12715 -0.55378
N -0.65093 -0.44470 1.27861
O -0.41473 -0.64052 -1.10083
F -2.19864 1.53153 -0.19554
P -1.70834 -0.71236 -0.05687
H 1.37629 0.22226 1.40019
H 0.72601 0.87634 -0.84548
H 1.63427 -0.57257 -0.79694
*
```